A molecular structure, C18H38N3OPReSSi in a non-equilibrium geometry, computed with wB97M-V/def2-TZVPD.

Each line ends with the Löwdin charge.
Cartesian coordinates (Å):
Re1 0.1592 0.2481 -0.6794  0.730
Si1 -0.1495 2.5831 -1.1875  0.385
P1 -0.6701 -0.0924 -2.8401  0.613
N1 1.8145 -0.1392 -1.1141  -0.231
H1 -0.4915 -1.1667 -0.0798  -0.041
C1 -1.1486 -1.8115 -3.1910  -0.270
H2 -1.4508 -1.9186 -4.2402  0.044
H3 -1.9852 -2.1049 -2.5495  0.039
H4 -0.3116 -2.4899 -2.9949  0.049
C2 -2.1189 0.8195 -3.4944  -0.252
H5 -2.3195 0.4718 -4.5166  0.051
H6 -1.9239 1.8960 -3.5241  0.028
H7 -3.0027 0.6392 -2.8730  0.036
C3 0.5515 0.2277 -4.1789  -0.253
H8 0.0964 -0.0066 -5.1500  0.045
H9 1.4438 -0.3929 -4.0431  0.045
H10 0.8576 1.2772 -4.1746  0.026
C4 -1.7841 3.5088 -0.9998  -0.322
H11 -2.1719 3.4223 0.0209  0.017
H12 -2.5527 3.1965 -1.7142  -0.002
H13 -1.5274 4.5585 -1.1941  0.017
H14 0.7623 3.3228 -0.2580  -0.069
H15 0.2355 2.9404 -2.5974  -0.075
C5 3.1408 -0.1349 -1.4002  -0.364
C6 5.3521 -1.1504 -1.3150  -0.109
C7 3.9752 -1.2728 -1.1718  -0.047
C8 3.7358 1.0644 -1.8883  -0.047
C9 5.1114 1.1646 -2.0061  -0.104
C10 5.9253 0.0619 -1.7158  -0.117
H16 5.9881 -2.0117 -1.1125  0.099
H17 3.4823 -2.2062 -0.8942  0.101
H18 3.0632 1.8968 -2.1305  0.099
H19 5.5533 2.1068 -2.3255  0.100
H20 7.0095 0.1510 -1.7872  0.093
C11 -3.1338 0.1544 0.2876  -0.433
O1 -2.0561 0.6262 -0.1400  -0.229
C12 -3.2049 -1.0309 1.1873  -0.003
H21 -4.1557 -1.5564 1.0135  0.090
H22 -3.1965 -0.7026 2.2442  0.089
H23 -2.3711 -1.7220 0.9943  0.080
C13 -4.4230 0.8368 -0.0388  -0.008
H24 -5.1522 0.0933 -0.3905  0.094
H25 -4.2949 1.6184 -0.7961  0.079
H26 -4.8381 1.2765 0.8799  0.104
C14 1.6214 -2.2485 1.9115  -0.126
N2 0.8066 -1.7049 2.9961  -0.249
C15 1.2381 -2.1200 4.3387  -0.077
C16 0.2564 -0.4676 2.8528  -0.751
S1 0.7583 0.6082 1.5887  0.589
N3 -0.6356 -0.0352 3.7659  -0.247
C17 -1.4286 -0.9963 4.5399  -0.087
C18 -1.1629 1.3266 3.7321  -0.104
H27 1.8544 -3.2967 2.1519  0.084
H28 2.5628 -1.6800 1.7875  0.080
H29 1.0538 -2.2342 0.9743  0.029
H30 1.3343 -1.2531 5.0048  0.092
H31 0.5356 -2.8507 4.7612  0.074
H32 2.2069 -2.6179 4.2465  0.077
H33 -1.0463 -1.0668 5.5678  0.082
H34 -2.4704 -0.6570 4.5920  0.072
H35 -1.4177 -1.9848 4.0610  0.085
H36 -0.4438 1.9960 3.2377  0.042
H37 -2.1260 1.3742 3.1978  0.072
H38 -1.3204 1.6567 4.7712  0.088

Values from the calculation:
lowest unoccupied orbital energy (alpha / beta) = 0.29 / -0.86 eV
HOMO level (alpha / beta) = -3.803 / -7.192 eV
2S+1 = 4
relative energy (zero: lowest compared OMol25 entry of this formula, charge and spin) = 0.0 kJ/mol
orbital gap (alpha / beta) = 4.10 / 6.33 eV

=====

A molecular structure, C18H38N4O12V2 in a non-equilibrium geometry, computed with wB97M-V/def2-TZVPD.

Each line ends with the Löwdin charge.
Cartesian coordinates (Å):
O1 17.7795 -16.3679 10.4501  -0.293
V1 17.2215 -17.7343 10.9529  1.115
O2 15.7253 -17.8938 10.3449  -0.292
O3 22.0542 -17.6678 8.5126  -0.241
V2 22.4516 -19.1915 8.6890  1.176
O4 23.7840 -19.2824 9.4769  -0.222
N1 20.4269 -19.1031 11.6323  -0.492
O5 21.3521 -19.1349 10.7591  -0.125
O6 19.5069 -18.2563 11.5372  -0.079
O7 20.3229 -20.0516 12.4131  0.104
N2 17.0907 -20.3507 13.0609  -0.557
O8 16.9599 -19.5247 12.0918  -0.176
O9 17.5939 -21.4509 12.8383  0.030
O10 16.6571 -20.0563 14.1728  0.032
C1 22.5186 -25.9474 11.5903  -0.035
C2 23.6917 -25.0931 12.0922  -0.511
C3 24.7467 -25.2518 10.9863  -0.139
C4 25.8423 -24.1919 11.0309  -0.187
C5 25.2357 -22.7775 11.0490  -0.144
C6 24.2791 -22.6082 12.2535  -0.500
N3 23.3133 -23.7045 12.3224  -0.109
O11 22.3064 -23.4497 13.2727  0.023
C7 25.1519 -22.4075 13.4990  -0.031
C8 23.5463 -21.2663 12.0034  -0.049
C9 24.2120 -25.7103 13.3882  -0.041
H1 21.7226 -26.0435 12.3294  0.084
H2 22.9048 -26.9064 11.2475  0.085
H3 22.0453 -25.4883 10.7193  0.086
H4 25.1893 -26.2498 10.9769  0.122
H5 24.3164 -25.2067 9.9819  0.118
H6 26.3909 -24.1879 10.0815  0.107
H7 26.6345 -24.2554 11.7798  0.109
H8 24.6794 -22.7111 10.1066  0.114
H9 26.0866 -22.0997 10.9849  0.122
H10 25.6983 -21.4667 13.4453  0.083
H11 24.4965 -22.2626 14.3689  0.084
H12 25.7130 -23.2908 13.7995  0.063
H13 23.0523 -20.9602 12.9235  0.080
H14 24.3010 -20.5818 11.6242  0.060
H15 22.7681 -21.4359 11.2577  0.074
H16 24.5446 -26.7542 13.3173  0.089
H17 23.5240 -25.7802 14.2370  0.084
H18 25.1477 -25.2992 13.7783  0.073
H19 22.6227 -23.9771 14.0282  0.089
C10 22.1264 -15.9650 16.3531  -0.034
C11 23.3591 -16.3948 15.5179  -0.509
C12 23.4777 -17.8873 15.4705  -0.145
C13 24.5243 -18.3094 14.4761  -0.193
C14 24.1086 -17.9436 13.0845  -0.143
C15 23.8789 -16.4132 12.9545  -0.462
N4 23.0749 -15.9937 14.1174  -0.114
O12 22.5070 -14.7073 13.9732  -0.028
C16 25.2912 -15.7262 12.8570  -0.022
C17 23.1021 -16.0120 11.7045  -0.041
C18 24.5938 -15.6617 16.0937  -0.012
H20 22.0577 -14.8798 16.3946  0.077
H21 21.2445 -16.3161 15.8099  0.085
H22 22.0604 -16.3988 17.3501  0.086
H23 23.8154 -18.2387 16.4549  0.129
H24 22.5644 -18.4600 15.2968  0.133
H25 25.5027 -17.8937 14.7199  0.102
H26 24.6032 -19.4014 14.5062  0.103
H27 23.2313 -18.5066 12.7553  0.098
H28 24.8784 -18.2960 12.3888  0.117
H29 25.5733 -15.6421 11.8058  0.073
H30 26.0896 -16.2523 13.3784  0.067
H31 25.2281 -14.6983 13.2180  0.082
H32 22.8704 -14.9490 11.6313  0.082
H33 22.1134 -16.4819 11.6707  0.076
H34 23.5496 -16.2358 10.7330  0.077
H35 24.5340 -14.5977 15.8843  0.087
H36 24.4844 -15.8536 17.1632  0.084
H37 25.4902 -16.1267 15.6931  0.061
H38 21.5843 -14.9070 13.7845  0.104

Values from the calculation:
lowest unoccupied orbital energy = -4.20 eV
HOMO level = -7.855 eV
2S+1 = 1
orbital gap = 3.65 eV

=====

3 unconnected molecules or ions with the total composition C18H39F9O2PS2 in a non-equilibrium geometry, computed with wB97M-V/def2-TZVPD.

Each line ends with the Löwdin charge.
Cartesian coordinates (Å):
C1 -2.0610 -0.9756 -2.6924  -0.127
C2 -0.7907 -0.3699 -1.9970  -0.386
P1 0.1636 -1.4584 -0.8732  0.830
C3 0.9149 -2.8895 -1.7470  -0.406
C4 -0.0864 -3.8001 -2.4999  -0.143
S1 -0.9611 -2.1042 0.8039  0.929
C5 -2.7186 -1.6140 0.6918  -0.407
C6 -3.4924 -2.5009 1.7031  -0.121
C7 -0.3890 -1.2169 2.3152  -0.327
C8 0.7317 -0.2066 2.1199  -0.140
C9 0.2043 1.1886 1.7888  -0.476
F1 -0.8919 0.9862 0.9800  0.064
F2 -0.2572 1.7975 2.8624  0.167
C10 1.1605 2.0637 0.9355  -0.506
F3 1.7634 1.3759 0.0175  0.151
F4 0.4137 2.9311 0.2866  0.151
S2 2.4491 3.0556 1.8935  0.734
F5 3.6250 2.2372 1.2303  -0.121
F6 2.5516 4.0498 0.6739  -0.110
F7 1.3329 3.9520 2.5120  -0.097
F8 2.4247 2.0380 3.0956  -0.115
F9 3.5090 3.8995 2.6595  -0.096
H1 -2.9230 -0.4048 -2.3514  0.070
H2 -2.2331 -1.9991 -2.3819  0.039
H3 -1.9967 -0.8682 -3.7691  0.073
H4 -1.0665 0.5707 -1.5308  0.066
H5 -0.0865 -0.1143 -2.7896  0.085
H6 1.5726 -3.4395 -1.0807  0.075
H7 1.5660 -2.4400 -2.4985  0.086
H8 -0.3331 -3.3374 -3.4511  0.061
H9 -1.0158 -3.9511 -1.9561  0.060
H10 0.3738 -4.7655 -2.6963  0.076
H11 -3.1221 -1.8268 -0.2903  0.074
H12 -2.8542 -0.5855 1.0083  0.088
H13 -3.4326 -3.5326 1.3671  0.079
H14 -3.0052 -2.4374 2.6738  0.069
H15 -4.5266 -2.1837 1.7503  0.089
H16 -1.2287 -0.6843 2.7578  0.103
H17 -0.1125 -1.9921 3.0210  0.099
H18 1.2158 -0.0999 3.0926  0.137
H19 1.5173 -0.5207 1.4427  0.099
C11 -0.0394 -5.8005 -7.2061  -0.074
C12 -0.9046 -5.9091 -5.9627  -0.276
O1 -1.4149 -4.6649 -5.5066  -0.187
C13 -2.2416 -3.9551 -6.4163  -0.280
C14 -3.4876 -4.7141 -6.8371  -0.074
H20 0.7991 -5.1243 -7.0300  0.082
H21 0.3520 -6.7803 -7.4800  0.081
H22 -0.5974 -5.4150 -8.0601  0.069
H23 -0.3026 -6.3043 -5.1431  0.113
H24 -1.7218 -6.6205 -6.1183  0.109
H25 -1.6618 -3.6433 -7.2913  0.109
H26 -2.5387 -3.0401 -5.9000  0.109
H27 -3.2459 -5.6362 -7.3662  0.069
H28 -4.0970 -4.0994 -7.5000  0.081
H29 -4.0840 -4.9828 -5.9636  0.082
C15 1.2412 7.9101 5.6262  -0.079
C16 2.4690 7.8090 6.5158  -0.277
O2 2.5137 6.6306 7.3015  -0.155
C17 2.5265 5.4060 6.5953  -0.282
C18 3.7104 5.2464 5.6560  -0.078
H30 0.3310 7.8566 6.2260  0.082
H31 1.2470 8.8543 5.0806  0.078
H32 1.1993 7.1024 4.8932  0.059
H33 2.4667 8.6389 7.2223  0.120
H34 3.3861 7.9076 5.9245  0.107
H35 1.5814 5.2694 6.0552  0.104
H36 2.5641 4.6232 7.3541  0.119
H37 3.7151 6.0032 4.8704  0.067
H38 3.6813 4.2675 5.1768  0.058
H39 4.6483 5.3380 6.2058  0.086

Values from the calculation:
lowest unoccupied orbital energy = -2.94 eV
charge = +1
HOMO level = -10.978 eV
2S+1 = 1
orbital gap = 8.04 eV

=====

Electronic energy, record by record: -55928.2723 -101172.9787 -78800.4782 eV